(1)
ORCA calculation (wB97M-V/def2-TZVPD) on CoH26O17S as an isolated structure at a distorted geometry.

```
45
CoH26O17S, DFT wB97M-V/def2-TZVPD
Co -0.92797 1.75037 -1.83871
S 0.05424 -0.20893 0.20219
O 0.61401 0.56910 1.39371
O 0.28129 0.53109 -1.08231
O 0.69667 -1.52732 0.12438
O -1.36477 -0.33471 0.43483
O 2.48441 -1.29773 2.63370
H 2.91453 -0.64622 3.18555
H 1.79050 -0.77989 2.20988
O 1.40533 -4.12881 0.20020
H 0.95558 -3.32352 0.48420
H 1.09339 -4.79785 0.83265
O 0.94341 2.20529 4.10824
H 1.21551 1.48994 4.68873
H 0.82970 1.77757 3.24226
O -2.35473 1.17997 -3.23138
H -3.12028 1.24191 -2.67228
H -2.40257 0.41111 -3.81602
O -0.61809 -3.93139 2.90447
H -0.20681 -3.15470 3.32268
H -1.04760 -3.50716 2.15764
O -3.62504 -0.09287 -0.93392
H -2.92114 -0.51637 -0.42745
H -4.32981 -0.76322 -0.89922
O -2.54602 1.58095 2.60503
H -1.85636 1.85597 3.20305
H -2.12874 0.94584 2.00289
O -1.65084 -3.53831 -2.37670
H -0.72600 -3.33346 -2.20383
H -1.82351 -4.20445 -1.72655
O 2.55281 -0.16089 -3.53199
H 3.30759 0.24121 -3.95203
H 2.69774 -1.09602 -3.49901
O 0.75380 3.15760 0.23210
H 1.16824 3.73708 0.86986
H 0.63480 2.29053 0.70413
O -1.92905 3.25231 -0.83307
H -1.20612 3.60903 -0.30147
H -2.55505 2.88892 -0.16933
O 0.69749 2.37134 -2.98034
H 1.26126 2.62646 -2.23697
H 1.16790 1.72975 -3.52760
O 3.57064 0.20640 0.34287
H 3.04040 0.35343 -0.45074
H 3.20928 -0.65935 0.60568
```

Expectation value of S²: 3.76
Spin multiplicity: 4
HOMO level (alpha / beta): -9.774 / -9.763 eV
Electronic energy: -83693.9637 eV
LUMO (alpha / beta): -0.74 / -1.09 eV
Relative energy (zero: lowest compared OMol25 entry of this formula, charge and spin): 9.2 kcal per mole

These are the Löwdin partial charges, in e, on atoms 1 to 8: atom 1 (Co): 0.870, atom 2 (S): 0.365, atom 3 (O): -0.388, atom 4 (O): -0.397, atom 5 (O): -0.319, atom 6 (O): -0.348, atom 7 (O): -0.055, atom 8 (H): 0.034

=====

(2)
ORCA calculation (wB97M-V/def2-TZVPD) on CsH2O as an isolated structure.

```
4
CsH2O, DFT wB97M-V/def2-TZVPD
Cs -2.19800 1.95293 -1.82998
O 0.54856 -0.63438 0.95407
H 1.02825 0.06604 0.51188
H 0.62119 -1.38458 0.36402
```

HOMO level: -14.795 eV
Electronic energy: -2622.1957 eV
Charge: +1
LUMO: -4.22 eV
Relative energy (zero: lowest compared OMol25 entry of this formula, charge and spin): 11.3 kcal per mole

Let us look at the Löwdin charges, expressed in e, one per atom: atom 1 (Cs): 0.989, atom 2 (O): -0.046, atom 3 (H): 0.023, atom 4 (H): 0.034

=====

(3)
ORCA calculation (wB97M-V/def2-TZVPD) on CuH10O5 as an isolated structure.

```
16
CuH10O5, DFT wB97M-V/def2-TZVPD
Cu 0.56221 -0.16882 -0.22494
O 3.08670 0.90276 -2.59050
H 3.09411 1.84866 -2.73696
H 3.57967 0.54195 -3.32740
O -0.47147 -0.55127 4.18012
H -1.20146 -0.46338 4.79298
H -0.23101 -1.47672 4.22443
O 1.05251 -3.52806 -2.23193
H 0.62532 -4.35412 -2.00528
H 1.84359 -3.78852 -2.70373
O -3.15884 0.35147 -0.92830
H -3.68299 0.80265 -1.59005
H -3.79004 -0.18097 -0.44424
O -0.19722 3.24551 1.57288
H -0.71036 4.05109 1.63594
H -0.40072 2.76777 2.37698
```

HOMO level: -14.526 eV
Electronic energy: -55030.8734 eV
Charge: +1
LUMO: -6.29 eV
Relative energy (zero: lowest compared OMol25 entry of this formula, charge and spin): 74.6 kcal per mole

These are the Löwdin partial charges, in e, on atoms 1 to 8: atom 1 (Cu): 0.925, atom 2 (O): -0.054, atom 3 (H): 0.038, atom 4 (H): 0.041, atom 5 (O): -0.059, atom 6 (H): 0.036, atom 7 (H): 0.030, atom 8 (O): -0.058

=====

Among the records above, which one has the highest electronic energy?
CsH2O